(1)
Below is 8 unconnected molecules or ions with the total composition C23H67N5O8 in a non-equilibrium geometry, with properties calculated with wB97M-V/def2-TZVPD.

Last column: Löwdin charge in e.
Cartesian coordinates (Å):
C (-3.129, -0.917, -2.778)  -0.10
O (-2.380, 0.145, -3.296)  -0.16
C (-2.085, 1.102, -2.316)  -0.24
C (-1.077, 2.087, -2.789)  -0.46
C (-1.550, 3.037, -3.842)  -0.05
N (0.211, 1.453, -3.005)  0.04
H (-2.977, -1.817, -3.271)  0.07
H (-4.190, -0.643, -2.752)  0.09
H (-2.996, -1.089, -1.675)  0.09
H (-2.949, 1.800, -2.169)  0.13
H (-1.803, 0.616, -1.329)  0.11
H (-0.919, 2.710, -1.903)  0.14
H (-0.760, 3.703, -4.116)  0.07
H (-2.373, 3.612, -3.517)  0.07
H (-1.865, 2.589, -4.801)  0.09
H (0.173, 0.942, -3.925)  0.07
H (0.905, 2.220, -3.134)  0.11
C (0.345, -2.500, 3.774)  -0.08
O (-0.183, -3.669, 3.164)  -0.19
C (-1.104, -3.356, 2.193)  -0.24
C (-1.546, -4.579, 1.387)  -0.45
C (-1.831, -5.701, 2.349)  -0.07
N (-0.567, -5.091, 0.459)  0.05
H (-0.498, -1.823, 4.156)  0.09
H (0.988, -1.921, 3.081)  0.08
H (0.974, -2.892, 4.571)  0.09
H (-2.056, -3.033, 2.666)  0.13
H (-0.760, -2.545, 1.545)  0.11
H (-2.448, -4.364, 0.854)  0.12
H (-2.583, -5.595, 3.108)  0.08
H (-0.917, -5.681, 2.941)  0.07
H (-1.904, -6.676, 1.860)  0.09
H (-0.099, -4.319, 0.042)  0.05
H (0.067, -5.717, 0.957)  0.08
C (4.533, 0.430, -2.109)  -0.09
O (4.463, -0.990, -2.077)  -0.25
C (3.636, -1.587, -3.071)  -0.19
C (3.094, -2.935, -2.490)  -0.41
C (1.935, -3.451, -3.392)  -0.05
N (2.673, -2.813, -1.090)  0.05
H (5.363, 0.675, -1.455)  0.08
H (3.521, 0.804, -1.775)  0.10
H (4.746, 0.708, -3.139)  0.08
H (2.824, -0.886, -3.298)  0.10
H (4.239, -1.739, -4.010)  0.14
H (3.894, -3.646, -2.393)  0.12
H (2.297, -3.578, -4.424)  0.08
H (1.113, -2.769, -3.519)  0.04
H (1.671, -4.358, -2.851)  0.08
H (3.340, -2.165, -0.612)  0.08
H (1.806, -2.309, -1.133)  0.02
C (-2.424, 0.412, 5.034)  -0.07
O (-3.182, 0.333, 3.803)  -0.16
C (-2.886, 1.394, 2.986)  -0.29
C (-3.765, 1.489, 1.761)  -0.33
C (-3.664, 0.166, 0.960)  -0.05
N (-3.249, 2.718, 0.925)  0.07
H (-1.386, 0.025, 4.901)  0.08
H (-2.888, -0.003, 5.932)  0.09
H (-2.271, 1.447, 5.306)  0.07
H (-2.971, 2.332, 3.507)  0.11
H (-1.853, 1.444, 2.656)  0.11
H (-4.800, 1.751, 1.998)  0.14
H (-4.244, -0.633, 1.512)  0.10
H (-2.586, -0.057, 0.907)  0.06
H (-4.120, 0.262, -0.017)  0.06
H (-4.051, 3.217, 0.657)  0.05
H (-2.887, 2.341, 0.072)  0.03
C (4.646, -0.303, 2.204)  -0.15
O (4.099, 0.905, 2.039)  -0.20
C (3.076, 1.384, 2.841)  -0.22
C (2.346, 2.529, 2.172)  -0.40
C (3.183, 3.790, 2.064)  -0.06
N (0.952, 2.737, 2.738)  0.06
H (5.163, -0.574, 1.236)  0.11
H (3.890, -1.019, 2.561)  0.09
H (5.387, -0.294, 3.002)  0.08
H (2.324, 0.502, 2.985)  0.13
H (3.488, 1.554, 3.842)  0.13
H (2.320, 2.194, 1.103)  0.13
H (4.184, 3.479, 1.954)  0.06
H (3.236, 4.468, 2.905)  0.08
H (2.817, 4.370, 1.223)  0.08
H (0.429, 1.835, 2.687)  0.06
H (0.435, 3.460, 2.324)  0.02
C (0.222, -1.224, -5.909)  -0.08
O (-0.314, 0.089, -5.480)  -0.18
H (1.204, -1.263, -5.402)  0.07
H (-0.437, -1.998, -5.556)  0.07
H (0.265, -1.266, -7.018)  0.09
H (-1.295, 0.076, -5.519)  0.08
C (-2.116, 6.298, 1.723)  -0.17
O (-1.266, 5.319, 1.210)  -0.13
H (-2.935, 6.509, 1.100)  0.06
H (-2.429, 6.012, 2.709)  0.07
H (-1.502, 7.168, 1.849)  0.08
H (-1.622, 4.433, 1.169)  0.02
C (0.367, -0.189, -0.190)  -0.17
O (0.174, -0.833, -1.439)  -0.19
H (-0.409, -0.538, 0.520)  0.05
H (1.374, -0.448, 0.228)  0.08
H (0.236, 0.922, -0.260)  0.08
H (0.471, -0.202, -2.166)  0.05

## Properties
- SMILES = COC[C@H](C)N.COC[C@H](C)N.COC[C@H](C)N.COC[C@H](C)N.COC[C@H](C)N.CO.CO.CO
- relative energy (zero: lowest compared OMol25 entry of this formula, charge and spin) (kJ/mol) = 238.11
- E (a.u.) = -1791.9812
- LUMO energy (eV) = 0.523
- HOMO level (eV) = -8.81
- strongest force on any atom (hartree/bohr) = 0.0761
- orbital gap (eV) = 9.3



(2)
Below is a molecular structure, C54H72N3P3SbSiSr in a non-equilibrium geometry, with properties calculated with wB97M-V/def2-TZVPD.

Last column: Löwdin charge in e.
Cartesian coordinates (Å):
Sr (1.302, -1.546, -0.318)  0.98
C (-1.910, 0.837, 4.612)  -0.09
C (-1.386, -0.137, 3.557)  -0.54
C (-1.762, -1.562, 3.944)  -0.12
P (0.419, -0.014, 3.085)  1.06
C (1.293, -0.572, 4.653)  -0.53
C (1.290, 0.164, 6.001)  -0.12
C (2.727, -1.015, 4.349)  -0.13
C (0.462, 1.826, 2.891)  -0.40
C (0.756, 2.638, 3.988)  -0.11
C (0.538, 4.007, 3.966)  -0.08
C (-0.033, 4.575, 2.842)  -0.08
C (-0.270, 3.784, 1.728)  -0.12
C (0.033, 2.417, 1.676)  -0.32
Si (0.007, 1.506, -0.060)  0.66
C (1.556, 2.366, -0.936)  -0.32
C (2.145, 3.533, -0.425)  -0.13
C (3.277, 4.116, -0.971)  -0.08
C (3.882, 3.549, -2.084)  -0.08
C (3.327, 2.407, -2.631)  -0.10
C (2.191, 1.808, -2.073)  -0.37
P (1.524, 0.271, -2.803)  1.02
C (0.584, 0.688, -4.339)  -0.54
C (-0.779, 1.296, -4.032)  -0.11
C (1.323, 1.556, -5.355)  -0.10
C (3.006, -0.708, -3.432)  -0.50
C (4.200, -0.318, -4.312)  -0.10
C (3.549, -1.279, -2.109)  -0.21
C (-1.383, 2.511, -1.010)  -0.32
C (-1.027, 3.727, -1.616)  -0.14
C (-1.881, 4.450, -2.432)  -0.08
C (-3.147, 3.960, -2.701)  -0.08
C (-3.545, 2.779, -2.103)  -0.11
C (-2.703, 2.066, -1.246)  -0.41
P (-3.305, 0.570, -0.374)  1.07
C (-4.777, 0.013, -1.391)  -0.55
C (-4.921, -1.507, -1.260)  -0.14
C (-6.152, 0.654, -1.201)  -0.12
C (-3.957, 1.375, 1.188)  -0.54
C (-4.709, 0.359, 2.049)  -0.12
C (-4.740, 2.682, 1.079)  -0.09
H (-2.998, 0.799, 4.635)  0.07
H (-1.612, 1.867, 4.416)  0.07
H (-1.565, 0.561, 5.608)  0.07
H (-1.864, 0.106, 2.600)  0.07
H (-1.316, -1.846, 4.899)  0.07
H (-1.424, -2.281, 3.201)  0.04
H (-2.846, -1.658, 4.067)  0.08
H (0.723, -1.494, 4.815)  0.08
H (2.095, 0.897, 6.055)  0.07
H (1.483, -0.563, 6.793)  0.08
H (0.356, 0.666, 6.231)  0.05
H (3.386, -0.151, 4.227)  0.07
H (2.783, -1.621, 3.446)  0.04
H (3.123, -1.601, 5.182)  0.08
H (1.120, 2.198, 4.899)  0.07
H (0.770, 4.606, 4.838)  0.11
H (-0.272, 5.631, 2.814)  0.11
H (-0.682, 4.269, 0.853)  0.09
H (1.712, 4.006, 0.446)  0.09
H (3.682, 5.019, -0.530)  0.11
H (4.763, 3.997, -2.527)  0.10
H (3.772, 1.987, -3.522)  0.08
H (0.416, -0.303, -4.784)  0.09
H (-0.686, 2.344, -3.757)  0.07
H (-1.289, 0.791, -3.213)  0.05
H (-1.412, 1.239, -4.921)  0.09
H (1.502, 2.551, -4.943)  0.08
H (0.711, 1.678, -6.252)  0.09
H (2.276, 1.133, -5.660)  0.05
H (2.493, -1.537, -3.945)  0.10
H (4.930, 0.272, -3.757)  0.07
H (3.940, 0.239, -5.208)  0.06
H (4.702, -1.233, -4.636)  0.08
H (3.892, -0.442, -1.494)  0.09
H (4.356, -2.007, -2.260)  0.11
H (2.738, -1.845, -1.733)  -0.11
H (-0.030, 4.122, -1.484)  0.09
H (-1.541, 5.378, -2.876)  0.11
H (-3.824, 4.493, -3.356)  0.11
H (-4.543, 2.419, -2.305)  0.08
H (-4.447, 0.215, -2.418)  0.10
H (-5.340, -1.783, -0.288)  0.08
H (-3.961, -2.011, -1.366)  0.02
H (-5.594, -1.895, -2.029)  0.08
H (-6.542, 0.459, -0.202)  0.06
H (-6.859, 0.216, -1.910)  0.08
H (-6.157, 1.730, -1.350)  0.06
H (-3.017, 1.630, 1.695)  0.07
H (-5.702, 0.154, 1.646)  0.06
H (-4.853, 0.745, 3.058)  0.07
H (-4.179, -0.595, 2.122)  0.05
H (-5.720, 2.542, 0.626)  0.06
H (-4.199, 3.433, 0.504)  0.07
H (-4.901, 3.085, 2.083)  0.08
C (-1.536, -2.233, -3.384)  -0.02
C (-0.323, -3.100, -3.245)  -0.31
C (0.078, -3.979, -4.260)  0.00
C (1.195, -4.764, -4.075)  -0.04
C (1.901, -4.682, -2.869)  -0.13
C (1.437, -3.798, -1.917)  -0.42
N (0.359, -3.028, -2.106)  -0.04
Sb (2.695, -4.220, 0.099)  1.53
C (3.812, -2.264, 0.841)  -0.44
C (5.164, -2.540, 0.782)  -0.15
C (6.059, -1.470, 0.874)  -0.03
C (5.555, -0.199, 1.031)  0.00
C (4.182, -0.018, 1.224)  -0.31
C (3.652, 1.335, 1.557)  0.00
N (3.326, -1.051, 1.145)  -0.05
C (0.895, -4.319, 1.258)  -0.50
C (0.727, -5.297, 2.216)  -0.11
C (-0.568, -5.541, 2.674)  -0.04
C (-1.614, -4.834, 2.126)  -0.01
C (-1.356, -3.839, 1.176)  -0.33
C (-2.464, -3.041, 0.571)  -0.04
N (-0.113, -3.577, 0.780)  -0.02
H (-2.439, -2.839, -3.272)  0.09
H (-1.579, -1.762, -4.366)  0.09
H (-1.542, -1.460, -2.614)  0.06
H (-0.497, -4.025, -5.175)  0.13
H (1.527, -5.443, -4.850)  0.12
H (2.784, -5.288, -2.712)  0.08
H (5.531, -3.541, 0.594)  0.08
H (7.122, -1.645, 0.778)  0.12
H (6.200, 0.669, 1.038)  0.13
H (3.870, 1.575, 2.600)  0.10
H (2.578, 1.385, 1.415)  0.04
H (4.123, 2.096, 0.934)  0.09
H (1.565, -5.881, 2.574)  0.10
H (-0.747, -6.300, 3.425)  0.12
H (-2.635, -5.017, 2.431)  0.13
H (-3.050, -2.551, 1.349)  0.07
H (-3.141, -3.694, 0.016)  0.09
H (-2.084, -2.266, -0.093)  0.04

## Properties
- relative energy (zero: lowest compared OMol25 entry of this formula, charge and spin) (kJ/mol) = 147.29
- E (a.u.) = -3849.4600
- LUMO energy (eV) = -3.035
- HOMO level (eV) = -8.14
- total charge = +1
- strongest force on any atom (hartree/bohr) = 0.0879
- orbital gap (eV) = 5.1



(3)
Below is a molecular structure, C22H26MgN4O3 in a non-equilibrium geometry, with properties calculated with wB97M-V/def2-TZVPD.

Last column: Löwdin charge in e.
Cartesian coordinates (Å):
C (-0.320, -2.273, -3.848)  -0.03
C (-1.072, -1.272, -4.683)  -0.24
H (-0.914, -3.206, -3.682)  0.11
H (0.724, -2.499, -4.208)  0.12
C (-1.402, 0.020, -4.380)  -0.29
C (-1.080, 0.763, -3.190)  0.21
H (-1.669, 0.648, -2.213)  0.14
H (-0.444, 1.688, -3.232)  0.10
C (-1.558, -1.834, -6.015)  -0.03
H (-1.173, -2.849, -6.100)  0.08
H (-1.175, -1.218, -6.847)  0.10
H (-2.662, -1.867, -6.015)  0.11
C (-2.154, 0.859, -5.420)  -0.02
H (-3.111, 0.385, -5.661)  0.10
H (-1.543, 1.003, -6.323)  0.10
H (-2.334, 1.827, -4.955)  0.08
Mg (0.350, 0.310, 2.042)  0.74
O (0.017, 0.027, 0.240)  -0.12
C (0.827, 0.269, -0.815)  -0.35
O (1.860, 1.520, 1.572)  -0.01
C (2.173, 1.915, 0.357)  -0.41
O (3.016, 2.863, 0.140)  0.14
N (1.658, 1.369, -0.764)  0.08
C (3.258, 2.906, -1.326)  -0.03
C (2.264, 1.978, -1.973)  -0.06
H (4.280, 2.552, -1.508)  0.15
H (3.131, 3.941, -1.661)  0.15
H (2.747, 1.232, -2.612)  0.13
H (1.508, 2.517, -2.556)  0.13
C (0.775, -0.529, -1.949)  -0.12
C (0.005, -1.797, -1.959)  -0.10
H (1.355, -0.246, -2.942)  0.15
H (-1.067, -1.736, -1.566)  0.11
H (0.622, -2.722, -1.613)  0.12
N (0.073, -0.449, 5.187)  0.13
C (-0.235, 0.884, 4.922)  -0.26
C (-0.354, 1.768, 6.009)  0.02
C (-0.608, 3.112, 5.760)  -0.01
C (-0.758, 3.535, 4.428)  -0.03
C (-0.642, 2.611, 3.402)  -0.08
N (-0.374, 1.289, 3.646)  0.03
C (-0.007, -1.585, 4.381)  -0.26
C (-0.148, -2.833, 5.018)  0.02
C (-0.261, -3.981, 4.243)  -0.01
C (-0.217, -3.851, 2.846)  -0.03
C (-0.052, -2.596, 2.280)  -0.08
N (0.071, -1.460, 3.041)  0.04
H (0.115, -0.662, 6.178)  0.15
H (-0.233, 1.354, 7.011)  0.13
H (-0.685, 3.824, 6.579)  0.13
H (-0.952, 4.579, 4.179)  0.12
H (-0.745, 2.887, 2.348)  0.13
H (-0.180, -2.840, 6.108)  0.13
H (-0.380, -4.957, 4.710)  0.13
H (-0.305, -4.720, 2.192)  0.12
H (-0.013, -2.453, 1.196)  0.11

## Properties
- E (a.u.) = -1498.2624
- LUMO energy (alpha / beta) (eV) = -7.286 / -7.295
- HOMO level (alpha / beta) (eV) = -13.83 / -13.83
- total charge = +2
- strongest force on any atom (hartree/bohr) = 0.1035
- orbital gap (alpha / beta) (eV) = 6.5 / 6.5